(1)
The following is a DFT calculation (ωB97M-V/def2-TZVPD) of a 8-piece molecular cluster, C43H58N2O27 overall.

## Properties
molar mass = 1034.9 g/mol
multiplicity = 1
largest force on an atom = 3.620 eV/Å
structure (SMILES) = COCCCCCCCCCCCc1cc(OC#N)c2c(c1)C(=O)N(COO)C2=O.O=C1OCCO1.O=C1OCCO1.O=C1OCCO1.O=C1OCCO1.O=C1OCCO1.O=C1OCCO1.O=C1OCCO1
HOMO-LUMO gap = 0.319 Ha
E = -103787.3169 eV

CARTESIAN COORDINATES (ANGSTROEM)
C -1.260 2.661 10.282
O -0.745 3.710 9.437
C -1.727 4.176 8.506
C -1.810 3.306 7.169
C -2.860 2.110 7.284
C -2.064 0.784 7.648
C -1.912 -0.242 6.453
C -0.721 -1.232 6.820
C 0.016 -1.839 5.554
C 1.453 -1.138 5.498
C 2.403 -1.820 4.409
C 2.480 -0.979 3.068
C 3.782 -1.457 2.292
C 3.863 -0.869 0.827
C 2.600 -0.827 0.045
C 2.630 -0.301 -1.329
O 1.500 -0.187 -2.173
C 1.079 -1.409 -2.607
N 0.435 -2.347 -2.756
C 3.910 0.165 -1.834
C 5.165 0.149 -1.062
C 5.151 -0.379 0.298
C 6.296 0.773 -1.928
O 7.342 1.182 -1.522
N 5.784 0.780 -3.289
C 6.030 2.007 -4.103
O 7.408 2.397 -4.179
O 7.572 2.906 -5.463
C 4.336 0.769 -3.201
O 3.509 1.122 -4.006
H -1.163 2.917 11.372
H -0.604 1.756 10.114
H -2.313 2.382 10.028
H -1.420 5.210 8.168
H -2.756 4.282 8.952
H -2.199 3.996 6.358
H -0.785 2.956 6.877
H -3.362 2.006 6.290
H -3.624 2.286 8.094
H -1.032 1.075 8.004
H -2.551 0.243 8.514
H -1.718 0.323 5.494
H -2.842 -0.861 6.377
H -1.181 -2.081 7.411
H 0.033 -0.726 7.491
H 0.200 -2.932 5.738
H -0.515 -1.660 4.584
H 1.909 -1.293 6.517
H 1.340 -0.032 5.347
H 2.013 -2.859 4.217
H 3.423 -1.860 4.874
H 2.538 0.109 3.333
H 1.536 -1.190 2.497
H 4.656 -0.994 2.840
H 3.874 -2.580 2.285
H 1.628 -1.193 0.452
H 6.100 -0.393 0.878
H 5.713 1.759 -5.157
H 5.368 2.874 -3.793
H 6.906 3.611 -5.612
C 4.039 -0.669 -8.404
C 4.132 -0.371 -6.937
O 5.071 0.705 -6.892
C 5.045 1.313 -8.107
O 5.587 2.349 -8.351
O 4.325 0.595 -9.004
H 3.052 -1.025 -8.696
H 4.788 -1.394 -8.733
H 3.183 -0.029 -6.516
H 4.488 -1.223 -6.359
C -5.976 -1.935 4.510
C -6.672 -0.707 3.994
O -6.582 0.193 5.095
C -5.519 -0.198 5.851
O -5.067 0.438 6.753
O -5.042 -1.403 5.444
H -5.467 -2.488 3.721
H -6.652 -2.609 5.034
H -6.161 -0.266 3.133
H -7.712 -0.895 3.730
C -7.056 -3.429 8.440
C -5.828 -3.565 9.296
O -4.906 -4.218 8.427
C -5.291 -3.952 7.153
O -4.644 -4.208 6.187
O -6.516 -3.354 7.122
H -7.633 -2.536 8.675
H -7.711 -4.302 8.504
H -5.413 -2.598 9.590
H -6.007 -4.161 10.191
C -0.478 0.525 -8.577
C -1.424 -0.286 -9.412
O -0.544 -1.116 -10.174
C 0.617 -1.213 -9.484
O 1.505 -1.964 -9.757
O 0.645 -0.345 -8.437
H -0.894 0.783 -7.604
H -0.155 1.441 -9.079
H -2.075 -0.924 -8.807
H -2.036 0.327 -10.059
C -1.558 -6.115 2.530
C -1.464 -5.819 4.000
O -0.556 -4.722 4.046
C -0.604 -4.107 2.829
O -0.094 -3.056 2.577
O -1.310 -4.845 1.934
H -2.538 -6.495 2.241
H -0.792 -6.819 2.193
H -2.420 -5.505 4.427
H -1.083 -6.664 4.572
C -4.222 2.211 -6.242
C -5.287 2.973 -6.978
O -4.776 3.029 -8.307
C -3.916 1.990 -8.454
O -3.441 1.649 -9.493
O -3.663 1.386 -7.262
H -4.624 1.607 -5.430
H -3.438 2.862 -5.845
H -6.246 2.448 -6.990
H -5.438 3.975 -6.577
C 5.327 5.105 -10.749
C 4.937 3.806 -11.392
O 4.174 4.225 -12.521
C 4.564 5.492 -12.825
O 4.244 6.075 -13.812
O 5.368 6.005 -11.854
H 6.296 5.053 -10.254
H 4.582 5.459 -10.032
H 5.801 3.236 -11.742
H 4.343 3.176 -10.732



(2)
The following is a DFT calculation (ωB97M-V/def2-TZVPD) of C40H44IrN5 as an isolated structure.

## Properties
molar mass = 787.0 g/mol
multiplicity = 1
largest force on an atom = 3.890 eV/Å
HOMO-LUMO gap (alpha / beta) = 0.211 / 0.211 Ha
E = -52478.9718 eV

CARTESIAN COORDINATES (ANGSTROEM)
Ir -0.182 -1.464 -0.821
C 2.473 -1.113 -2.426
C 2.926 -2.225 -1.488
C 4.459 -2.332 -1.560
C 2.553 -2.082 -0.019
C 2.842 -3.184 0.768
C 2.818 -3.126 2.151
C 2.656 -1.888 2.747
C 2.336 -0.756 2.020
C 2.275 0.563 2.748
C 3.567 0.805 3.536
C 1.044 0.706 3.638
C 2.093 -0.876 0.619
N 1.269 -0.067 -0.106
C 0.937 1.246 -0.063
C -0.417 1.619 -0.444
N -1.251 0.696 -1.180
C -2.653 0.526 -0.970
C -3.175 0.685 0.335
C -4.548 0.682 0.524
C -5.426 0.502 -0.525
C -4.904 0.201 -1.763
C -3.536 0.167 -2.008
C -3.173 -0.315 -3.400
C -2.784 0.852 -4.330
C -2.219 -1.517 -3.387
C -2.286 0.658 1.559
C -1.947 -0.815 1.820
C -2.904 1.298 2.802
C -0.601 3.001 -0.263
C -1.679 3.895 -0.363
C -1.457 5.216 -0.013
C -0.218 5.701 0.399
C 0.896 4.838 0.493
C 2.214 5.156 0.881
C 3.187 4.167 0.898
C 2.933 2.840 0.585
C 1.619 2.463 0.255
C 0.655 3.497 0.176
H 2.842 -1.309 -3.430
H 2.855 -0.150 -2.102
H 1.380 -1.053 -2.481
H 2.515 -3.176 -1.858
H 4.917 -1.430 -1.161
H 4.775 -2.452 -2.594
H 4.826 -3.183 -0.990
H 3.104 -4.114 0.280
H 3.005 -4.008 2.748
H 2.775 -1.800 3.816
H 2.202 1.356 2.015
H 3.615 0.215 4.448
H 3.632 1.856 3.809
H 4.432 0.555 2.927
H 0.981 -0.069 4.397
H 0.151 0.669 3.023
H 1.070 1.676 4.129
H -4.946 0.813 1.514
H -6.494 0.534 -0.370
H -5.580 -0.023 -2.574
H -4.104 -0.727 -3.806
H -1.822 0.692 -4.803
H -2.727 1.787 -3.777
H -3.537 0.982 -5.104
H -1.369 -1.413 -2.693
H -1.809 -1.680 -4.380
H -2.770 -2.405 -3.081
H -1.356 1.191 1.351
H -2.856 -1.408 1.915
H -1.354 -0.924 2.724
H -1.356 -1.223 0.973
H -3.684 0.671 3.231
H -3.321 2.274 2.563
H -2.137 1.437 3.563
H -2.651 3.557 -0.694
H -2.285 5.911 -0.059
H -0.109 6.742 0.670
H 2.466 6.168 1.156
H 4.191 4.443 1.187
H 3.735 2.117 0.598
N -0.059 1.006 -3.346
C -0.673 0.830 -2.388
N -0.277 -5.615 0.182
C -0.313 -5.809 -1.167
C -0.385 -4.570 -1.727
N -0.398 -3.626 -0.739
C -0.324 -4.287 0.400
H -0.195 -6.329 0.886
H -0.280 -6.782 -1.609
H -0.408 -4.298 -2.763
H -0.289 -3.838 1.371